(a)
The following is a quantum chemistry calculation of a 2-piece molecular cluster, C3H8O2 overall, from the OMol25 dataset.

Each line ends with the Mulliken charge.
Geometry (Å):
C1 0.857 -0.903 1.589  -1.06
C2 -0.392 -0.779 0.760  -0.26
C3 -0.907 0.446 0.597  0.01
O1 -1.534 0.831 -0.582  -0.46
H1 1.689 -1.169 0.953  0.26
H2 1.170 -0.040 2.172  0.32
H3 0.820 -1.668 2.367  0.30
H4 -0.584 -1.640 0.137  0.28
H5 -0.750 1.311 1.217  0.35
H6 -1.645 0.002 -1.072  0.27
O2 0.705 1.453 -2.573  -0.62
H7 -0.219 1.639 -2.709  0.31
H8 0.787 0.516 -2.857  0.31

Summary:
- Gap between HOMO and LUMO: 9.31 eV
- Spin multiplicity: 1
- SMILES string: C/C=C/O.O

(b)
The following is a quantum chemistry calculation of one molecule with the formula C3H8O2, from the OMol25 dataset.

Each line ends with the Mulliken charge.
Geometry (Å):
C1 1.301 0.169 0.529  -1.28
C2 0.172 -0.287 -0.361  0.57
C3 -1.298 -0.341 0.111  -1.26
O1 0.231 0.475 -1.658  -0.28
O2 -0.045 1.896 -1.479  -0.33
H1 1.589 -0.643 1.250  0.35
H2 2.064 0.199 -0.183  0.45
H3 1.196 1.148 1.108  0.27
H4 0.434 -1.296 -0.676  0.18
H5 -1.686 0.679 0.297  0.28
H6 -1.349 -0.864 1.039  0.37
H7 -2.061 -0.650 -0.597  0.35
H8 0.612 2.184 -0.792  0.33

Summary:
- Gap between HOMO and LUMO: 10.73 eV
- Spin multiplicity: 1
- SMILES string: CC(C)OO

(c)
The following is a quantum chemistry calculation of one molecule with the formula C3H8O2, from the OMol25 dataset.

Each line ends with the Mulliken charge.
Geometry (Å):
C1 1.210 1.671 0.772  -0.67
O1 -0.156 1.246 0.758  -0.34
C2 -0.018 0.101 0.010  -0.17
O2 -1.265 -0.297 -0.322  -0.30
C3 -1.418 -1.673 -0.626  -0.71
H1 1.125 2.762 0.789  0.31
H2 1.910 1.126 1.383  0.30
H3 1.565 1.485 -0.382  0.26
H4 0.544 -0.516 0.634  0.34
H5 0.794 0.361 -0.794  0.11
H6 -0.724 -2.077 -1.468  0.27
H7 -1.130 -2.324 0.157  0.35
H8 -2.436 -1.864 -0.912  0.25

Summary:
- Gap between HOMO and LUMO: 10.73 eV
- Spin multiplicity: 1
- SMILES string: COCOC

The data favor (a); the next most stable structure lies 0.0529 hartree above it.

(a)
The following is a quantum chemistry calculation of one molecule with the formula C3H8O2, from the OMol25 dataset.

Each line ends with the Mulliken charge.
Geometry (Å):
C1 1.671 0.740 0.388  -0.65
O1 0.410 0.203 0.794  -0.46
C2 -0.193 -0.864 0.006  -0.34
C3 -1.615 -0.418 -0.323  -0.36
O2 -1.483 0.952 -0.580  -0.57
H1 1.738 1.812 0.638  0.25
H2 2.479 0.229 0.920  0.27
H3 1.825 0.652 -0.695  0.32
H4 0.339 -0.925 -0.951  0.27
H5 -0.200 -1.844 0.504  0.33
H6 -1.890 -1.039 -1.191  0.28
H7 -2.369 -0.628 0.457  0.24
H8 -0.711 1.128 0.033  0.42

Summary:
- Gap between HOMO and LUMO: 10.99 eV
- Spin multiplicity: 1
- SMILES string: COCCO

(b)
The following is a quantum chemistry calculation of a 2-piece molecular cluster, C3H8O2 overall, from the OMol25 dataset.

Each line ends with the Mulliken charge.
Geometry (Å):
C1 0.259 -1.029 -0.865  -0.91
C2 0.086 0.345 -1.523  -0.29
C3 0.143 1.517 -0.566  -0.03
O1 -0.345 1.529 0.524  -0.45
H1 1.097 -1.628 -1.219  0.31
H2 0.395 -1.023 0.227  0.26
H3 -0.628 -1.654 -0.997  0.25
H4 -0.897 0.475 -1.973  0.28
H5 0.880 0.376 -2.270  0.28
H6 0.677 2.395 -1.006  0.30
O2 -0.328 -0.760 3.160  -0.63
H7 -0.049 0.158 3.214  0.31
H8 -1.291 -0.701 3.292  0.31

Summary:
- Gap between HOMO and LUMO: 10.79 eV
- Spin multiplicity: 1
- SMILES string: CCC=O.O

The data favor (b); the next most stable structure lies 0.0245 hartree above it.

(a)
The following is a quantum chemistry calculation of one molecule with the formula C6H8S, from the OMol25 dataset.

Each line ends with the Mulliken charge.
Geometry (Å):
C1 -1.134 2.150 -0.900  -0.96
C2 -0.828 0.983 -0.332  0.38
C3 -0.536 0.648 1.141  -0.78
C4 0.128 -0.702 1.096  -0.34
S1 1.654 -0.694 0.141  -0.18
C5 -0.008 -1.257 -0.253  -0.31
C6 -0.953 -0.377 -1.066  -0.57
H1 -1.021 3.104 -0.379  0.28
H2 -1.397 2.197 -1.953  0.27
H3 -1.419 0.570 1.752  0.30
H4 0.093 1.401 1.625  0.35
H5 0.077 -1.339 1.945  0.48
H6 -0.031 -2.332 -0.451  0.45
H7 -1.970 -0.718 -0.775  0.22
H8 -0.819 -0.446 -2.145  0.41

Summary:
- Gap between HOMO and LUMO: 9.63 eV
- Spin multiplicity: 1
- SMILES string: C=C1C[C@@H]2S[C@@H]2C1

(b)
The following is a quantum chemistry calculation of one molecule with the formula C6H8S, from the OMol25 dataset.

Each line ends with the Mulliken charge.
Geometry (Å):
C1 2.593 -0.100 -0.209  -0.93
C2 1.257 0.151 -0.081  0.49
C3 0.270 -0.905 0.245  -0.56
C4 -1.007 -0.347 -0.519  -0.14
C5 -2.335 0.180 -0.157  -0.37
C6 -0.987 0.954 0.274  -0.31
S1 0.494 1.929 -0.029  -0.13
H1 3.306 0.735 -0.353  0.21
H2 3.108 -0.958 -0.025  0.35
H3 0.797 -1.978 -0.002  0.30
H4 0.219 -0.880 1.457  0.21
H5 -0.775 0.114 -1.567  0.20
H6 -2.827 0.645 -1.031  0.22
H7 -3.002 -0.251 0.675  0.25
H8 -1.110 0.713 1.322  0.22

Summary:
- Gap between HOMO and LUMO: 9.24 eV
- Spin multiplicity: 1
- SMILES string: C=C1C[C@H]2C[C@@H]2S1

The data favor (a); the next most stable structure lies 0.1512 hartree above it.

(a)
The following is a quantum chemistry calculation of C3H5N3O3 as an isolated structure, from the OMol25 dataset.

Each line ends with the Mulliken charge.
Geometry (Å):
C1 -0.972 1.573 -0.019  0.54
C2 1.106 0.113 0.425  -0.56
C3 0.808 -1.045 -0.550  -0.41
N1 0.380 1.372 0.257  -0.15
N2 -0.385 -1.771 -0.159  -0.49
N3 -1.478 -1.251 0.064  1.11
O1 -2.546 -1.740 0.262  -0.47
O2 -1.428 2.662 -0.274  -0.57
O3 -1.695 0.483 0.144  -0.52
H1 0.798 -0.360 1.455  0.29
H2 2.207 0.404 0.496  0.36
H3 0.672 -0.760 -1.680  0.25
H4 1.518 -1.759 -0.446  0.39
H5 1.013 2.079 0.025  0.22

Summary:
- Gap between HOMO and LUMO: 8.97 eV
- Spin multiplicity: 1

(b)
The following is a quantum chemistry calculation of one molecule with the formula C3H5N3O3, from the OMol25 dataset.

Each line ends with the Mulliken charge.
Geometry (Å):
H1 -3.092 1.074 -1.566  0.29
N1 -2.222 0.677 -1.090  -0.69
N2 -2.682 0.259 -0.092  1.15
O1 -3.760 0.312 0.360  -0.68
O2 -1.724 -0.386 0.716  -0.33
C1 -0.350 -0.211 0.028  0.60
N3 0.406 -1.231 -0.437  -0.47
C2 1.876 -0.912 -0.123  -0.38
C3 1.835 0.477 0.627  -0.30
O3 0.487 0.941 0.311  -0.37
H2 2.431 -0.715 -1.098  0.28
H3 2.267 -1.702 0.479  0.31
H4 1.867 0.422 1.690  0.29
H5 2.662 0.994 0.197  0.30

Summary:
- Gap between HOMO and LUMO: 10.10 eV
- Spin multiplicity: 1
- SMILES string: [H]/N=[N+](\[O-])OC1=NCCO1

The data favor (a); the next most stable structure lies 0.0799 hartree above it.

(a)
The following is a quantum chemistry calculation of a 4-piece molecular cluster, CH10NO3 overall, from the OMol25 dataset.

Each line ends with the Mulliken charge.
Geometry (Å):
C1 -1.157 -1.973 0.319  -0.11
N1 0.054 -2.252 0.018  -0.15
H1 -1.537 -2.006 1.334  0.28
H2 -1.860 -1.912 -0.513  0.27
H3 0.565 -1.772 -0.808  0.36
H4 0.598 -2.577 0.817  0.28
H5 0.061 1.812 0.824  0.38
H6 1.042 1.183 1.825  0.34
O1 0.362 0.960 1.187  -0.71
H7 -0.274 3.357 -1.036  0.32
H8 -1.609 2.783 -0.498  0.32
O2 -0.674 2.917 -0.289  -0.67
H9 0.926 0.127 -0.533  0.42
H10 2.205 -0.213 -1.406  0.33
O3 1.297 -0.435 -1.243  -0.66

Summary:
- Gap between HOMO and LUMO: 10.32 eV
- Spin multiplicity: 1
- Net charge: +1

(b)
The following is a quantum chemistry calculation of a 4-piece molecular cluster, CH10NO3 overall, from the OMol25 dataset.

Each line ends with the Mulliken charge.
Geometry (Å):
C1 -0.350 1.663 -0.042  -0.08
N1 0.075 1.368 -1.198  -0.03
H1 -0.328 2.699 0.257  0.34
H2 -0.641 0.881 0.646  0.25
H3 0.143 0.410 -1.596  0.22
H4 0.408 2.051 -1.880  0.30
H5 1.376 0.420 3.000  0.31
H6 0.753 -0.366 1.876  0.36
O1 1.015 0.530 2.125  -0.63
H7 -1.345 -1.518 2.055  0.32
H8 -0.673 -2.265 0.906  0.31
O2 -0.838 -1.385 1.218  -0.62
H9 -0.589 -1.688 -2.157  0.34
H10 0.712 -1.484 -3.035  0.32
O3 0.283 -1.317 -2.174  -0.71

Summary:
- Gap between HOMO and LUMO: 10.63 eV
- Spin multiplicity: 1
- Net charge: +1

The data favor (b); the next most stable structure lies 0.0135 hartree above it.

(a)
The following is a quantum chemistry calculation of one molecule with the formula C5H6O3, from the OMol25 dataset.

Each line ends with the Mulliken charge.
Geometry (Å):
C1 -1.217 0.433 -0.437  -0.43
O1 -0.301 1.471 -0.317  -0.35
C2 0.594 1.008 0.672  0.05
O2 -0.186 0.235 1.577  -0.39
C3 -0.734 -0.619 0.682  0.13
C4 0.472 -1.133 -0.249  -0.14
O3 1.822 -1.165 0.478  -0.47
C5 1.405 0.030 -0.317  -0.10
H1 -2.317 0.902 -0.719  0.23
H2 -0.979 0.179 -1.530  0.21
H3 0.787 1.885 1.552  0.32
H4 -1.631 -1.536 0.829  0.30
H5 0.167 -2.023 -1.041  0.31
H6 2.118 0.332 -1.182  0.32

Summary:
- Gap between HOMO and LUMO: 10.39 eV
- Spin multiplicity: 1
- SMILES string: C1O[C@H]2O[C@@H]1[C@@H]1O[C@H]21

(b)
The following is a quantum chemistry calculation of one molecule with the formula C5H6O3, from the OMol25 dataset.

Each line ends with the Mulliken charge.
Geometry (Å):
C1 0.165 -1.159 -0.719  -0.85
C2 0.106 0.193 -0.640  0.71
C3 -0.001 1.078 -1.851  -1.18
C4 0.019 0.795 0.701  0.52
O1 0.023 1.989 0.940  -0.55
C5 0.101 -0.255 1.967  0.49
O2 0.515 0.075 3.064  -0.53
O3 -0.614 -1.381 1.857  -0.43
H1 -0.347 -1.669 -1.530  0.25
H2 0.669 -1.805 -0.012  0.33
H3 -0.056 2.139 -1.591  0.32
H4 -0.866 0.820 -2.467  0.32
H5 0.901 0.964 -2.467  0.30
H6 -0.614 -1.785 2.748  0.32

Summary:
- Gap between HOMO and LUMO: 9.11 eV
- Spin multiplicity: 1
- SMILES string: C=C(C)C(=O)C(=O)O

The data favor (b); the next most stable structure lies 0.1665 hartree above it.

(a)
The following is a quantum chemistry calculation of C17H20N4O2 as an isolated structure, from the OMol25 dataset.

Each line ends with the Mulliken charge.
Geometry (Å):
C1 4.753 2.909 -0.566  -1.49
H1 4.337 3.707 -1.169  0.35
O1 3.947 1.932 -0.627  -0.44
C2 4.242 0.638 -0.024  0.52
C3 5.452 0.279 0.425  -0.40
C4 5.665 -0.855 1.214  -0.19
C5 4.690 -1.905 1.342  -1.38
C6 3.512 -1.557 0.480  -0.17
C7 3.173 -0.336 -0.081  0.42
N1 2.036 -0.121 -0.596  0.08
C8 0.826 -0.652 -0.668  0.03
O2 0.702 -1.892 -0.378  -0.69
C9 -0.237 -0.300 -1.506  0.28
C10 -1.387 -0.984 -1.703  -1.00
H2 -1.022 -1.968 -2.374  0.29
C11 -2.237 -1.552 -0.362  -0.97
N2 -2.560 -0.537 0.329  0.25
C12 -3.916 -0.036 0.402  0.42
N3 -4.695 -0.688 -0.290  -0.37
C13 -6.087 -0.375 -0.012  -0.39
C14 -6.497 0.748 0.408  -0.36
C15 -5.541 1.620 1.176  -0.14
N4 -4.161 1.294 0.995  -0.36
H3 -5.680 2.516 1.697  0.47
H4 -7.486 1.218 0.329  0.32
H5 -6.694 -1.072 -0.589  0.39
C16 -1.512 0.304 0.697  -1.65
H6 -1.911 1.462 1.258  0.30
C17 -0.866 1.000 -0.414  -0.41
H7 0.061 1.649 -0.130  0.46
H8 -1.475 1.743 -1.166  0.28
H9 -0.862 -0.120 1.191  0.96
H10 -3.017 -2.058 -0.740  0.60
H11 -1.526 -2.256 0.112  0.32
H12 -2.132 -0.629 -2.411  0.33
H13 0.191 0.498 -2.287  0.34
H14 1.992 0.863 -1.153  0.30
H15 2.792 -2.339 0.872  0.25
H16 4.990 -2.684 1.647  0.63
H17 6.576 -0.791 1.702  0.41
H18 6.254 1.156 0.739  0.18
H19 5.463 2.713 -0.973  0.74
H20 4.886 3.200 0.383  0.50

Summary:
- Gap between HOMO and LUMO: 7.78 eV
- Spin multiplicity: 1

(b)
The following is a quantum chemistry calculation of one molecule with the formula C17H20N4O2, from the OMol25 dataset.

Each line ends with the Mulliken charge.
Geometry (Å):
O1 -1.426 -1.797 -0.405  -0.71
C1 -0.799 -0.828 -0.827  0.60
C2 -0.964 -0.448 -2.244  -0.03
C3 -1.649 -1.352 -3.078  -0.76
C4 -2.005 -1.071 -4.412  0.90
O2 -2.813 -1.917 -5.112  -0.56
C5 -1.559 0.109 -4.998  -0.89
C6 -0.886 1.033 -4.171  0.46
C7 -0.327 2.356 -4.414  -0.62
N1 0.132 2.906 -3.320  -1.35
N2 -0.033 1.955 -2.342  0.82
C8 -0.621 0.795 -2.829  0.31
C9 0.423 2.145 -0.970  -0.60
C10 1.051 0.856 -0.403  -0.97
N3 0.017 -0.120 0.086  0.31
C11 -0.197 -0.266 1.549  -0.42
C12 -0.027 0.976 2.481  -1.13
N4 0.765 0.576 3.713  -0.17
C13 0.153 -0.533 4.451  -0.71
C14 0.037 -1.763 3.491  -1.04
C15 0.657 -1.407 2.143  0.09
C16 2.100 -0.943 2.419  -0.78
C17 2.140 0.281 3.353  -0.81
H1 -2.036 -2.270 -2.679  0.41
H2 -3.007 -2.675 -4.541  0.30
H3 -1.737 0.328 -6.040  0.42
H4 -0.412 2.837 -5.389  0.43
H5 1.172 2.942 -0.998  0.39
H6 -0.391 2.536 -0.350  0.25
H7 1.609 0.338 -1.206  0.52
H8 1.760 1.119 0.396  0.38
H9 -1.271 -0.518 1.683  0.69
H10 0.446 1.802 1.966  0.42
H11 -1.032 1.352 2.779  0.19
H12 -0.832 -0.243 4.858  0.33
H13 0.814 -0.840 5.272  0.30
H14 -1.020 -1.979 3.255  0.42
H15 0.523 -2.655 3.891  0.52
H16 0.704 -2.272 1.490  0.57
H17 2.645 -1.803 2.871  0.51
H18 2.576 -0.738 1.457  0.38
H19 2.697 0.063 4.272  0.33
H20 2.625 1.134 2.853  0.30

Summary:
- Gap between HOMO and LUMO: 8.24 eV
- Spin multiplicity: 1
- SMILES string: O=C1c2cc(O)cc3cnn(c23)CCN1[C@@H]1CN2CCC1CC2

The data favor (b); the next most stable structure lies 0.5097 hartree above it.